Formula: C20H50DyNO2P2Si4
Source: the Open Molecules 2025 dataset
Level of theory: wB97M-V/def2-TZVPD

Computed properties:
* multiplicity: 6
* relative energy (zero: lowest compared OMol25 entry of this formula, charge and spin): 0.00 kcal per mole
* energy: -3722.58089 a.u.
* largest force on an atom: 3.1 eV/Å
* charge: +2
* ⟨S²⟩: 9.34
* lowest unoccupied orbital energy (alpha / beta): -6.108 / -6.194 eV

Last column: Mulliken charge in e.
CARTESIAN COORDINATES (ANGSTROEM)
Dy  0.5560  -0.5352  -1.2585  -0.354
P  -1.5049  -2.3593  -1.7175  1.212
P  1.0434  2.2105  -1.8351  1.266
Si  0.2460  0.1162  1.9695  0.669
Si  2.0940  1.3541  2.5941  0.536
Si  1.0073  -2.1085  1.8927  0.289
Si  -1.5494  0.2232  3.4395  0.629
O  -4.1774  3.1340  -3.1703  -0.604
O  -0.9041  0.6353  -0.2930  -0.391
N  0.0729  -0.2371  -3.5740  0.274
C  1.1177  2.0319  -3.6807  -1.454
C  -2.1293  2.0236  3.3561  -1.252
C  -0.3782  -1.3622  -4.1951  1.063
C  -0.1369  3.5865  -1.5540  -1.393
C  1.6816  3.1603  2.3342  -0.950
C  -0.2868  -3.3973  2.3215  -0.776
C  -0.3682  -1.4815  -5.5811  -0.986
C  0.0676  -0.3933  -6.3361  -0.598
C  2.3335  -2.2630  3.2286  -1.177
C  -0.7027  -2.6163  -3.3791  -1.615
C  -1.8129  -4.0614  -1.1091  -1.504
C  -1.0807  -0.3018  5.2132  -1.072
C  0.4823  0.8236  -4.3191  0.777
C  1.8314  -2.5516  0.2467  -1.680
C  2.6379  3.0820  -1.6656  -1.398
C  -3.1436  -1.8905  -2.3696  -1.369
C  -2.8549  -0.8868  2.6518  -0.890
C  3.5820  0.8461  1.5577  -0.901
C  0.4492  0.7815  -5.7028  -0.807
C  2.5038  1.0588  4.4023  -1.018
H  -3.0782  2.0943  3.9000  0.431
H  1.0183  3.5273  3.1286  0.326
H  0.2047  -4.3705  2.4675  0.412
H  -1.0969  3.4002  -2.0596  0.365
H  -0.7057  -2.4190  -6.0269  0.509
H  -4.3999  4.0492  -3.4491  0.313
H  1.6436  1.2141  5.0631  0.211
H  -2.3114  2.3374  2.3163  0.346
H  -2.9019  -0.8274  1.5532  0.077
H  -0.8158  -3.1591  3.2522  0.305
H  -1.3816  2.7036  3.7861  0.277
H  2.6278  3.7180  2.3837  0.417
H  2.4731  -3.4197  0.4543  0.542
H  -3.8294  -0.5601  3.0446  0.473
H  2.5127  -1.7773  -0.1579  0.569
H  3.0300  2.9659  -0.6476  0.268
H  -3.0427  -0.9630  -2.9488  0.387
H  -3.8396  -1.7221  -1.5386  0.441
H  -0.4314  0.4398  5.6994  0.319
H  -0.3534  3.6481  -0.4773  0.288
H  -2.7074  -1.9364  2.9311  0.284
H  -3.5265  -2.6883  -3.0235  0.456
H  2.1956  1.9963  -3.9365  0.425
H  3.4826  1.1357  0.5041  0.139
H  0.2773  4.5609  -1.8651  0.506
H  0.7394  2.9469  -4.1107  0.577
H  -0.5659  -1.2729  5.2506  0.282
H  0.7996  1.6522  -6.2535  0.530
H  3.3594  2.6423  -2.3694  0.458
H  -0.7925  1.2277  1.7719  -0.412
H  2.4909  4.1489  -1.8901  0.449
H  -4.8478  2.6118  -3.6208  0.308
H  3.2776  1.7922  4.6708  0.429
H  2.9065  0.0582  4.5919  0.326
H  -2.2972  -4.6633  -1.8955  0.455
H  0.1246  -0.4678  -7.4166  0.450
H  1.1289  -2.9061  -0.5345  0.421
H  -1.0350  -3.5181  1.5312  0.005
H  -1.7351  1.0412  -0.6048  0.084
H  0.2163  -3.2291  -3.2679  0.403
H  -2.4791  -4.0084  -0.2308  0.433
H  1.2082  3.3629  1.3656  0.026
H  1.9779  -1.9314  4.2102  0.250
H  -1.9921  -0.3927  5.8256  0.448
H  2.6168  -3.3205  3.3263  0.468
H  3.2469  -1.7029  3.0067  0.348
H  3.7895  -0.2297  1.5949  0.256
H  -1.4400  -3.2183  -3.9356  0.544
H  4.4588  1.3671  1.9719  0.435
H  -0.8769  -4.5603  -0.8077  0.417

Cartesian forces, eV/Å:
Dy -1.396 1.693 2.237
P -0.584 -0.562 -0.707
P 0.761 0.616 -0.737
Si 0.345 0.781 0.881
Si -0.241 -0.364 0.573
Si -0.638 0.077 0.621
Si 0.304 -0.203 1.114
O -0.148 0.856 -0.370
O -0.223 -0.948 -2.254
N 0.155 -0.306 -0.259
C 0.279 -0.249 0.285
C -0.139 -0.287 0.128
C 0.453 -0.339 -0.347
C -0.510 -0.182 0.370
C 0.257 0.137 -0.044
C -0.010 -0.213 -0.313
C -0.224 0.263 0.369
C -0.142 -0.026 -0.079
C 0.137 0.225 -0.178
C -0.001 -0.258 -0.050
C 0.225 -0.188 -0.018
C -0.581 0.045 -0.072
C -0.137 -0.130 0.011
C 0.264 -0.475 -0.460
C 0.349 0.049 0.314
C -0.120 0.360 0.289
C -0.163 0.006 0.076
C 0.218 0.162 0.017
C 0.046 -0.291 -0.090
C 0.342 0.290 -0.018
H 0.174 0.259 0.070
H 0.151 -0.049 -0.198
H -0.086 0.181 -0.048
H 0.299 0.045 0.091
H 0.198 0.388 -0.009
H 0.276 -0.772 0.359
H 0.143 0.014 -0.180
H -0.044 -0.108 0.343
H 0.110 0.114 0.294
H 0.204 0.062 -0.192
H -0.275 -0.114 0.014
H -0.265 0.111 0.021
H -0.032 0.130 -0.277
H 0.134 -0.185 -0.122
H 0.027 -0.174 0.170
H -0.065 0.233 -0.248
H -0.128 -0.179 0.161
H 0.079 0.001 -0.266
H -0.183 -0.147 -0.212
H 0.078 -0.057 -0.258
H -0.078 0.206 -0.025
H 0.115 0.211 0.249
H -0.523 0.009 0.058
H 0.045 -0.001 0.076
H -0.085 -0.547 -0.072
H -0.190 0.245 -0.411
H -0.131 0.241 -0.142
H -0.132 -0.270 -0.004
H -0.093 0.225 0.347
H 0.886 -0.744 -0.840
H 0.250 -0.357 0.048
H -0.059 -0.114 0.027
H -0.087 -0.178 0.178
H -0.058 0.240 -0.035
H 0.133 0.231 0.284
H -0.087 0.013 0.072
H 0.132 -0.025 0.100
H 0.020 0.024 0.162
H 0.375 -0.216 0.133
H -0.380 0.203 -0.111
H 0.258 0.005 -0.376
H 0.079 -0.029 0.170
H -0.095 -0.049 -0.231
H 0.251 0.030 -0.046
H -0.144 0.137 -0.131
H -0.138 -0.088 0.058
H -0.021 0.203 0.029
H 0.509 0.074 -0.034
H -0.068 -0.168 -0.253
H -0.355 0.199 -0.079

=====

Formula: C3H2NaO3Tl
Source: the Open Molecules 2025 dataset
Level of theory: wB97M-V/def2-TZVPD

Computed properties:
* energy: -675.85454 a.u.
* largest force on an atom: 3.8 eV/Å
* charge: 0
* lowest unoccupied orbital energy: -0.425 eV

Last column: Mulliken charge in e.
CARTESIAN COORDINATES (ANGSTROEM)
Tl  1.0182  0.5920  2.5784  0.487
Na  -0.5818  -1.2584  -2.3156  0.947
O  0.0457  -1.0097  -0.1642  -0.769
O  -0.6117  0.9237  -2.0122  -0.850
O  1.2551  -1.8097  2.3257  -0.248
C  0.9020  -2.4905  1.4401  0.194
C  -0.1035  0.2210  0.2806  0.124
C  -0.6581  1.1868  -0.6666  -0.399
H  0.2215  1.9016  -1.2949  0.278
H  -1.4874  1.7430  -0.1714  0.236

Cartesian forces, eV/Å:
Tl -0.523 1.246 -0.515
Na 0.115 0.507 0.294
O 0.057 2.164 0.790
O -1.994 -1.884 -2.345
O -0.943 -2.547 -2.573
C 0.920 1.389 2.180
C 0.222 -2.377 -0.315
C 3.097 2.188 0.035
H -1.193 -0.680 3.010
H 0.244 -0.005 -0.561

=====

Formula: C3H3Cl2NO
Source: the Open Molecules 2025 dataset
Level of theory: wB97M-V/def2-TZVPD

Computed properties:
* relative energy (zero: lowest compared OMol25 entry of this formula, charge and spin): 104.97 kcal per mole
* energy: -1166.31870 a.u.
* largest force on an atom: 3.4 eV/Å
* SMILES: O/N=C\Cl.C#CCl
* charge: 0
* lowest unoccupied orbital energy: 0.603 eV

Last column: Mulliken charge in e.
CARTESIAN COORDINATES (ANGSTROEM)
Cl  -0.5003  1.4007  -0.3499  -0.175
Cl  1.3964  -2.2931  -0.8775  -0.138
O  -1.6364  -1.4246  0.3958  -0.260
N  -1.2771  -1.1753  -0.8543  -0.213
C  -0.7816  -0.1216  -1.2745  -0.147
C  1.8242  -0.1422  0.8764  -0.089
C  1.5202  -1.0457  0.1140  -0.112
H  -0.5407  0.0742  -2.2659  0.414
H  -1.1724  -0.7877  1.0153  0.330
H  1.7630  0.5565  1.6704  0.389

Cartesian forces, eV/Å:
Cl -0.542 -0.556 -0.098
Cl 0.286 -1.344 -0.920
O 0.629 0.862 1.834
N -0.430 -0.722 -1.457
C -0.354 1.903 1.859
C -1.065 -1.868 -1.007
C 1.483 2.144 2.175
H 0.307 -0.277 -1.618
H -0.621 -0.458 -0.772
H 0.306 0.317 0.004

=====

- Look up the charge of the first one.
  +2

=====

- What is the largest force on an atom in the third record?
  3.4 eV/Å